1.
9
Properties=species:S:1:pos:R:3 method="wB97M-V/def2-TZVPD" gap_ev=6.958 total_energy_ha=-171.667259 total_charge=-1 homo_energy_ha=-0.08973 de_lowest_kcal_mol=1.5 lumo_energy_ev=4.5
O 1.35 -0.30 -2.09
H 2.00 -0.89 -2.48
C -0.46 0.03 1.20
N -0.84 0.25 -0.17
H 0.27 0.73 1.61
H 0.05 -0.94 1.24
H -1.34 -0.03 1.85
H -0.96 1.23 -0.38
H -0.08 -0.08 -0.78



2.
9
Properties=species:S:1:pos:R:3 method="wB97M-V/def2-TZVPD" gap_ev=7.005 total_energy_ha=-171.640568 total_charge=-1 homo_energy_ha=-0.08301 de_lowest_kcal_mol=18.2 lumo_energy_ev=4.7
O 1.49 0.30 1.26
H 1.65 0.53 2.29
C -1.13 0.21 -0.19
N -0.43 -0.52 -1.32
H -0.88 1.27 -0.30
H -0.92 0.08 0.90
H -2.16 0.13 -0.41
H 0.61 -0.46 -1.17
H -0.52 -1.54 -1.05



3.
9
Properties=species:S:1:pos:R:3 method="wB97M-V/def2-TZVPD" gap_ev=12.015 smiles=[NH3+]CO total_energy_ha=-171.396571 total_charge=+1 homo_energy_ha=-0.59528 de_lowest_kcal_mol=19.1 lumo_energy_ev=-4.2
C -0.39 -0.45 0.15
N 0.89 0.41 -0.07
O -1.44 0.42 -0.08
H -0.25 -1.34 -0.55
H -0.24 -0.93 1.14
H 1.16 0.45 -1.14
H 0.78 1.42 0.24
H 1.87 0.08 0.31
H -2.39 -0.05 0.00



4.
9
Properties=species:S:1:pos:R:3 method="wB97M-V/def2-TZVPD" gap_ev=9.231 total_energy_ha=-171.408079 total_charge=+1 homo_energy_ha=-0.49859 de_lowest_kcal_mol=11.9 lumo_energy_ev=-4.3
N 0.42 2.05 0.72
H 1.42 2.00 0.47
H 0.36 2.16 1.73
H -0.05 2.84 0.28
H 0.01 1.15 0.44
O -0.09 -1.58 -0.42
C -0.56 -2.58 -0.91
H -0.69 -2.60 -2.00
H -0.82 -3.46 -0.31



Please write out number 4 again, unchanged.
9
Properties=species:S:1:pos:R:3 method="wB97M-V/def2-TZVPD" gap_ev=9.231 total_energy_ha=-171.408079 total_charge=+1 homo_energy_ha=-0.49859 de_lowest_kcal_mol=11.9 lumo_energy_ev=-4.3
N 0.42 2.05 0.72
H 1.42 2.00 0.47
H 0.36 2.16 1.73
H -0.05 2.84 0.28
H 0.01 1.15 0.44
O -0.09 -1.58 -0.42
C -0.56 -2.58 -0.91
H -0.69 -2.60 -2.00
H -0.82 -3.46 -0.31